Entry from the OMol25 dataset: a cluster of 3 separate species, CH8N5O in total in a non-equilibrium geometry (ωB97M-V/def2-TZVPD).

As for the total charge: +1. The calculation puts the HOMO-LUMO gap (alpha / beta) at 8.6 / 8.6 eV.

Cartesian coordinates (Å):
C -2.103 -0.162 -0.126
N -3.435 -0.262 -0.038
N 1.953 -0.891 -0.384
N -1.443 -1.306 0.159
N 0.737 -0.636 -0.270
N -0.143 -1.469 0.117
O -1.665 1.050 -0.438
H -3.773 -1.187 0.255
H -4.056 0.572 -0.117
H 2.565 -1.736 -0.272
H 2.534 -0.128 -0.853
H 2.196 1.498 1.204
H 1.300 1.308 1.397
H -0.795 1.305 -0.008
H 0.196 -2.448 0.467